This record from the OMol25 dataset describes a 5-piece molecular cluster, C45H94BrClFN5O15 overall at a distorted geometry. The level of theory is wB97M-V/def2-TZVPD.

Each line ends with the Mulliken charge.
Cartesian coordinates (Å):
C (-1.114, 5.938, 0.399)  -0.78
C (-1.549, 4.688, 0.228)  0.20
C (-1.204, 3.928, -0.995)  0.60
O (-1.966, 3.626, -1.887)  -0.58
O (0.097, 3.555, -0.997)  -0.36
C (0.286, 2.149, -1.272)  -0.30
C (1.730, 1.799, -1.053)  -0.34
C (1.929, 0.290, -0.834)  -1.12
C (1.345, -0.621, -1.909)  -0.56
C (1.746, -0.238, -3.323)  -0.25
C (1.541, -1.350, -4.365)  -1.68
C (0.537, -0.979, -5.474)  1.71
O (0.884, -1.491, -6.741)  -0.64
C (1.962, -0.794, -7.338)  -1.37
C (1.631, 0.595, -7.852)  -0.45
O (1.655, 1.580, -6.827)  -0.09
C (2.932, 1.958, -6.411)  -0.09
O (2.744, 2.433, -5.086)  -0.49
C (3.541, 3.054, -7.300)  -1.26
C (2.509, 3.939, -7.981)  -0.30
C (1.628, 4.669, -6.988)  -0.55
Br (0.881, 6.277, -7.754)  -0.19
C (0.297, 0.580, -8.626)  -0.15
Cl (-0.694, 2.018, -8.207)  -0.16
C (0.552, 0.521, -10.133)  -0.48
C (-0.603, 0.963, -11.019)  -1.44
C (-0.810, -1.631, -5.134)  -0.81
O (-0.953, -2.822, -5.154)  -0.53
N (-1.925, -0.764, -4.756)  0.22
C (-2.655, -0.197, -5.788)  0.67
O (-3.132, 0.905, -5.764)  -0.53
F (-2.834, -1.037, -6.798)  -0.28
H (-1.091, 6.388, 1.379)  0.31
H (-0.763, 6.502, -0.451)  0.29
H (-2.166, 4.195, 0.953)  0.05
H (-0.019, 1.949, -2.293)  0.17
H (-0.340, 1.576, -0.590)  0.28
H (2.334, 2.111, -1.902)  0.05
H (2.093, 2.335, -0.182)  0.46
H (1.465, 0.053, 0.123)  0.46
H (2.989, 0.086, -0.707)  0.31
H (1.682, -1.630, -1.696)  0.29
H (0.259, -0.645, -1.806)  0.32
H (1.222, 0.668, -3.620)  0.57
H (2.799, 0.036, -3.294)  0.41
H (2.481, -1.698, -4.776)  0.55
H (1.126, -2.213, -3.852)  0.76
H (0.401, 0.102, -5.478)  0.13
H (2.275, -1.399, -8.185)  0.63
H (2.802, -0.766, -6.645)  0.25
H (2.403, 0.852, -8.580)  0.75
H (3.611, 1.104, -6.368)  0.50
H (3.479, 2.131, -4.550)  0.36
H (4.134, 2.555, -8.064)  0.41
H (4.201, 3.634, -6.664)  0.38
H (1.909, 3.352, -8.667)  0.08
H (3.049, 4.680, -8.565)  0.58
H (0.788, 4.049, -6.706)  0.15
H (2.164, 4.903, -6.078)  0.37
H (-0.301, -0.269, -8.325)  0.67
H (1.423, 1.123, -10.368)  0.34
H (0.751, -0.526, -10.358)  0.34
H (-1.571, 0.683, -10.620)  0.34
H (-0.601, 2.038, -11.150)  0.33
H (-0.507, 0.528, -12.009)  0.41
H (-1.561, 0.025, -4.231)  0.08
C (0.451, 1.422, 6.922)  -0.38
O (-0.832, 0.911, 6.626)  -0.35
C (-1.893, 1.534, 7.344)  -0.75
C (-2.775, 2.324, 6.404)  -0.13
N (-2.079, 3.499, 5.895)  -0.29
C (-2.776, 4.202, 4.825)  -0.97
C (-2.982, 3.468, 3.506)  -0.36
O (-1.783, 3.207, 2.794)  -0.38
C (-1.117, 2.006, 3.146)  -0.30
H (1.177, 0.796, 6.406)  0.24
H (0.573, 2.455, 6.579)  0.32
H (0.654, 1.383, 7.996)  -0.03
H (-1.510, 2.167, 8.147)  0.31
H (-2.487, 0.740, 7.805)  0.35
H (-3.671, 2.647, 6.941)  0.38
H (-3.090, 1.644, 5.599)  0.17
H (-1.168, 3.216, 5.558)  0.08
H (-2.210, 5.112, 4.611)  0.41
H (-3.754, 4.519, 5.200)  0.43
H (-3.574, 4.127, 2.861)  0.43
H (-3.562, 2.546, 3.623)  0.31
H (-1.819, 1.229, 3.456)  0.32
H (-0.379, 2.165, 3.937)  0.20
H (-0.579, 1.661, 2.261)  -0.08
C (-1.408, -3.479, 12.976)  -0.72
O (-0.738, -2.440, 13.663)  -0.35
C (0.678, -2.467, 13.531)  -0.80
C (1.169, -1.272, 12.748)  -0.19
N (0.776, -1.366, 11.348)  -0.30
C (1.029, -0.162, 10.564)  -0.79
C (0.263, 1.105, 10.930)  -0.66
O (-1.129, 1.028, 10.690)  -0.33
C (-1.898, 0.476, 11.744)  -0.66
H (-2.461, -3.417, 13.244)  0.24
H (-1.316, -3.379, 11.889)  0.31
H (-1.028, -4.460, 13.274)  0.35
H (1.008, -3.399, 13.064)  0.41
H (1.102, -2.426, 14.539)  0.39
H (2.260, -1.230, 12.807)  0.35
H (0.770, -0.372, 13.237)  0.19
H (-0.211, -1.581, 11.301)  0.08
H (0.795, -0.402, 9.524)  0.50
H (2.101, 0.057, 10.606)  0.37
H (0.633, 1.906, 10.283)  0.45
H (0.455, 1.426, 11.960)  0.38
H (-1.458, 0.691, 12.721)  0.31
H (-2.024, -0.605, 11.636)  0.21
H (-2.887, 0.931, 11.698)  0.29
C (-7.658, -0.627, 0.650)  -0.71
O (-7.116, 0.311, -0.254)  -0.38
C (-5.693, 0.377, -0.246)  -0.87
C (-5.114, -0.118, -1.549)  -0.05
N (-5.303, -1.554, -1.699)  -0.35
C (-4.943, -2.059, -3.020)  -0.61
C (-5.761, -1.582, -4.214)  -0.38
O (-7.098, -2.044, -4.216)  -0.48
C (-8.020, -1.240, -3.506)  -0.59
H (-8.740, -0.507, 0.633)  0.25
H (-7.417, -1.659, 0.368)  0.31
H (-7.302, -0.449, 1.670)  0.33
H (-5.286, -0.189, 0.598)  0.44
H (-5.415, 1.426, -0.119)  0.36
H (-4.046, 0.105, -1.567)  0.32
H (-5.585, 0.455, -2.358)  0.17
H (-6.272, -1.779, -1.516)  0.15
H (-5.020, -3.149, -2.984)  0.33
H (-3.892, -1.822, -3.205)  0.33
H (-5.300, -2.012, -5.109)  0.31
H (-5.728, -0.493, -4.339)  0.35
H (-7.741, -0.184, -3.535)  0.28
H (-8.119, -1.556, -2.462)  0.21
H (-8.993, -1.358, -3.982)  0.28
C (8.590, -4.427, -0.323)  -0.72
O (8.006, -5.072, -1.437)  -0.35
C (7.146, -6.154, -1.104)  -0.80
C (5.714, -5.835, -1.466)  -0.15
N (5.174, -4.795, -0.599)  -0.30
C (3.873, -4.281, -1.008)  -1.20
C (3.784, -3.538, -2.335)  0.12
O (4.471, -2.299, -2.360)  -0.37
C (5.842, -2.363, -2.709)  -0.66
H (9.305, -3.701, -0.707)  0.24
H (7.846, -3.899, 0.284)  0.30
H (9.122, -5.140, 0.314)  0.35
H (7.230, -6.406, -0.044)  0.41
H (7.470, -7.023, -1.684)  0.40
H (5.107, -6.738, -1.356)  0.36
H (5.700, -5.546, -2.527)  0.18
H (5.831, -4.027, -0.565)  0.11
H (3.536, -3.596, -0.225)  0.44
H (3.161, -5.112, -1.029)  0.43
H (2.733, -3.293, -2.496)  -0.07
H (4.088, -4.163, -3.184)  0.47
H (6.042, -3.181, -3.407)  0.36
H (6.483, -2.476, -1.831)  0.17
H (6.102, -1.421, -3.192)  0.30

- Largest force on an atom: 0.03745 Eh/bohr
- HOMO-LUMO gap: 8.44 eV
- E_LUMO: 0.08 eV
- HOMO: -8.4 eV